Entry 1:
ORCA calculation (the ωB97M-V functional and the def2-TZVPD basis) on the ion C15H25N2O4 with charge +1 at a distorted geometry.

Output
Spin multiplicity: 1
SMILES: CCCC[NH2+]CCOCCOc1ccc(C)cc1[N+](=O)[O-]
Charge: +1
F_max, eV/A: 1.38
E_LUMO, hartree: -0.13346
Calculated total energy, eV: -27121.9954
Orbital gap, hartree: 0.3027

Structure (XYZ):
```
46
Properties=species:S:1:pos:R:3:mulliken_charge:R:1
O 2.155 -2.641 0.394 -0.49
C -3.149 1.030 -0.218 -0.74
H 3.617 -2.927 -1.063 0.42
H 2.209 3.864 1.866 0.38
H 1.958 -0.777 0.783 0.42
H -0.252 -3.043 1.207 0.41
H -1.000 -3.381 -0.386 0.62
O -1.094 2.401 -1.177 -0.63
H 3.091 3.853 -0.480 0.41
H -2.633 -2.600 0.922 0.40
H 0.959 4.096 0.649 0.36
H -6.297 0.376 -0.181 0.36
N 2.463 -0.039 0.252 0.44
H 1.111 2.544 1.453 0.23
C -0.230 -2.805 0.137 -0.98
H 2.091 2.469 -0.855 0.26
O 0.275 0.770 -1.007 -0.75
H 4.434 1.822 -0.392 0.26
H 2.529 -0.808 -1.694 0.34
C -4.221 0.327 0.288 0.62
C -1.882 0.449 -0.336 -0.26
H 4.175 0.189 1.451 0.36
N -0.851 1.258 -0.874 1.10
C 1.675 3.384 1.050 -1.17
H 1.209 -2.761 -1.455 0.34
C 3.338 -2.239 -0.262 -0.56
H 4.379 2.620 1.172 0.42
H -5.573 1.969 0.067 0.34
C 2.641 2.958 -0.049 -0.36
H -3.261 2.054 -0.542 0.48
C -2.754 -1.584 0.585 -0.49
H 1.228 -4.260 -0.486 0.45
C 3.781 2.064 0.448 -0.56
O -0.423 -1.412 -0.063 -0.16
H 4.118 -0.359 -1.048 0.42
C 3.315 0.784 1.137 -0.82
C 3.158 -0.807 -0.802 -0.62
H 4.116 -2.263 0.505 0.34
C -3.996 -0.992 0.691 -0.87
H 2.735 1.039 2.025 0.48
C -1.663 -0.888 0.065 1.28
H 1.722 0.552 -0.185 -0.13
C -5.577 0.939 0.410 -1.53
C 1.134 -3.169 -0.442 -0.64
H -4.815 -1.565 1.099 0.44
H -5.911 0.915 1.445 0.36
```



Entry 2:
ORCA calculation (the ωB97M-V functional and the def2-TZVPD basis) on the ion IO2S2 with charge -1 at a distorted geometry.

Output
Spin multiplicity: 1
SMILES: O=S(=O)([S-])I
Charge: -1
F_max, eV/A: 2.96
E_LUMO, hartree: 0.09624
Calculated total energy, eV: -33867.7617
Orbital gap, hartree: 0.2649

Structure (XYZ):
```
5
Properties=species:S:1:pos:R:3:mulliken_charge:R:1
S -0.231 -0.136 0.001 0.56
O -0.626 -0.734 -1.269 -0.47
I 2.272 -0.170 0.000 -0.14
S -0.885 1.940 0.014 -0.45
O -0.531 -0.900 1.254 -0.50
```



Entry 3:
ORCA calculation (the ωB97M-V functional and the def2-TZVPD basis) on a cluster of 11 separate species, C45H88O37P4 in total at a distorted geometry.

Output
Spin multiplicity: 1
SMILES: CCOP(=O)(OCC)OCC.CCOP(=O)(OCC)OCC.CCOP(=O)(OCC)OCC.CCOP(=O)(OCC)OCC.O=C1OCCO1.O=C1OCCO1.O=C1OCCO1.O=C1OCCO1.O=C1OCCO1.O=C1OCCO1.O=C1OCCO1
Charge: 0
F_max, eV/A: 5.65
E_LUMO, hartree: -0.01503
Calculated total energy, eV: -161012.1096
Orbital gap, hartree: 0.3459

Structure (XYZ):
```
174
Properties=species:S:1:pos:R:3:mulliken_charge:R:1
C 2.264 -7.659 1.945 0.01
C -3.887 -2.487 -2.241 0.75
H -8.498 0.303 -0.644 -0.09
C 6.270 -7.314 1.364 -1.08
H 1.789 -3.153 2.920 -0.49
H 3.511 -3.473 2.772 0.50
H -9.604 -0.582 -1.481 0.33
C -0.209 -0.781 4.525 0.15
H 5.551 -7.702 0.642 0.26
C -2.276 5.775 4.479 -0.36
C 7.432 -3.332 -5.600 -1.10
C 7.015 -2.492 -4.463 -0.09
H -2.537 6.795 4.197 0.29
H 0.977 2.817 -0.192 0.47
H -2.782 1.905 -1.939 0.50
H 5.845 7.554 2.012 0.31
H -3.574 0.435 -2.553 0.11
P 5.602 -0.297 -4.694 0.70
C -0.202 -4.210 -0.360 0.59
H 1.347 4.103 3.744 -0.62
H 0.550 9.057 -0.082 0.36
H -6.030 -2.272 -2.988 -0.04
H 0.109 -4.361 1.701 -0.76
C -1.785 -0.500 0.943 0.15
O -3.517 -3.723 -1.803 -0.24
C 2.576 -3.416 2.213 -0.13
H 8.402 -3.052 -6.011 0.28
H 0.068 4.391 -0.006 0.34
H -2.163 5.645 5.555 0.31
C -5.834 -0.677 1.242 0.47
H -0.470 6.080 3.392 -0.08
O -6.094 1.210 -2.281 0.31
O 4.454 -1.419 -4.963 -0.05
H 7.483 -4.404 -5.410 0.35
H -10.161 0.840 -0.593 0.46
C 1.662 2.178 5.935 0.37
O 3.931 7.621 1.179 -0.38
H 6.095 -7.995 2.196 0.27
H 3.161 4.048 -0.011 0.36
C -7.986 -1.086 1.721 0.58
C 5.943 -5.853 1.590 -0.25
H -4.749 2.639 -2.744 0.44
H 1.147 0.540 0.721 -0.02
O -6.027 0.310 -4.602 -0.08
C -3.616 1.218 -1.795 -0.33
H -0.948 2.140 0.724 0.21
C 0.283 0.304 1.342 1.27
H -5.474 0.242 0.779 0.05
C -0.721 -4.460 1.002 1.27
O 4.600 -5.696 2.008 -0.31
O 1.274 2.246 4.616 -0.04
C -9.222 1.168 -2.617 -0.33
H 5.863 9.854 2.771 0.40
P 3.423 -5.510 0.895 0.52
C -6.429 -1.656 0.219 1.08
O -1.343 4.220 2.955 0.11
H 6.519 -5.705 2.504 0.28
H -1.705 -1.264 6.137 0.34
C 1.259 8.822 1.951 -0.28
H 4.155 10.059 2.195 0.23
H 0.626 -0.048 2.315 -0.63
H -6.663 1.022 -6.470 0.36
C -1.117 -6.288 -0.262 0.64
O 3.197 5.556 2.456 -0.60
C 3.093 3.691 5.036 -0.21
H -4.274 -1.806 -1.483 -0.64
H -0.406 1.800 2.476 -0.36
H 0.252 8.952 2.347 0.34
O 5.427 -0.029 -3.068 -0.31
H 3.140 -1.398 -1.862 0.40
C 1.199 9.575 0.625 -1.23
C 3.178 -0.791 -7.023 -1.05
O 5.570 0.880 -5.620 -0.73
O -9.063 -0.906 2.283 -0.63
H 0.849 -0.533 4.437 0.29
O -0.358 -4.229 4.189 -0.50
C 2.717 -2.417 1.099 -0.53
H -0.104 -0.680 6.617 0.31
O -1.529 -7.406 -0.525 -0.64
C 2.026 3.278 3.958 0.60
O -3.281 3.454 2.135 -0.57
H 4.488 7.690 3.153 0.29
O -0.744 -5.271 -1.094 -0.46
H 0.887 -4.266 -0.373 0.09
H -4.974 -1.398 -6.404 0.20
H 1.962 9.303 2.630 0.32
C 3.716 -0.556 -1.479 -0.62
O 1.408 7.394 1.859 -0.11
H -8.956 2.191 -2.351 0.29
H 2.152 -1.155 -6.967 0.31
H 5.497 9.878 1.086 0.28
H 3.121 0.067 -0.812 -0.01
H 6.271 -5.206 0.777 0.33
O 6.982 -1.141 -4.863 -0.36
O -4.390 -5.800 -1.549 -0.59
C -0.746 1.416 1.514 0.12
C -2.669 4.225 2.916 0.39
O -6.953 -0.359 2.022 -0.40
H 4.040 3.185 4.848 0.27
H 7.758 -2.754 -3.710 0.38
C 4.225 0.426 -2.527 -0.40
H 3.499 0.607 -3.319 0.33
O -2.693 -1.250 0.720 -0.30
H 3.342 -0.776 -8.101 0.32
H 1.175 -7.635 1.903 0.18
H -0.280 4.947 4.703 0.17
H 1.022 3.759 1.321 -0.05
H -10.228 1.175 -3.037 0.38
H 2.559 -7.187 2.883 0.35
C -0.376 -3.069 4.619 0.35
H 3.244 0.134 -6.449 0.26
C -4.978 1.979 -1.908 -0.62
H -4.410 0.332 -6.809 0.28
H 4.528 -0.903 -0.841 0.32
O -0.530 -1.960 3.825 0.15
O -0.274 -2.651 5.896 -0.36
O -0.507 -0.726 0.740 -0.32
H 1.953 -9.738 2.524 0.41
O 3.865 -4.910 -0.392 -0.78
C 0.965 3.820 0.234 -0.41
O 1.266 1.287 6.682 -0.57
H -0.906 0.021 4.285 0.02
H 2.367 -9.574 0.831 0.32
O 2.378 5.973 -0.065 -0.34
H 4.446 1.417 -2.129 0.33
P 2.767 6.537 1.421 0.76
H -6.395 -1.244 -0.789 -0.67
H 3.594 -2.703 -6.265 0.32
P -6.825 1.352 -3.680 0.48
C 2.252 4.563 -0.322 -0.78
H 2.271 4.459 -1.407 0.38
H 6.088 -2.853 -4.017 0.27
O -7.698 -1.930 0.748 -0.42
H -3.415 0.653 -0.885 -0.30
H -5.200 2.613 -1.049 0.33
H 2.477 2.906 3.039 0.26
H 2.676 -1.440 1.581 0.48
C 4.864 7.998 2.177 -0.18
C -0.643 -1.295 5.896 -0.60
C -5.109 -2.848 -3.075 -0.05
H -4.868 -3.032 -4.122 0.23
H 6.691 -3.095 -6.364 0.21
O -1.887 0.603 1.712 -0.22
O 2.603 3.093 6.228 -0.37
H 3.189 4.776 5.067 0.23
H 4.996 -1.810 -6.934 0.24
C 4.126 -1.753 -6.279 -0.26
H 3.653 -9.428 1.969 0.28
H -5.918 -2.618 0.173 -0.05
C -0.961 5.256 3.910 0.14
O -0.963 -5.830 0.915 -0.49
H 3.605 -2.542 0.480 0.38
H 0.935 10.630 0.692 0.39
H -3.177 -1.944 -2.864 0.40
O -8.225 0.591 -3.442 -0.40
H 2.151 9.484 0.101 0.27
O -3.226 4.973 3.908 -0.34
O 2.826 -7.003 0.839 -0.24
H 7.290 -7.479 1.017 0.41
O -7.023 2.682 -4.202 -0.80
H -7.343 -0.584 -6.007 0.31
O 2.268 -4.720 1.670 0.01
C -6.470 0.067 -5.980 -0.34
H -5.442 -0.640 -7.811 0.42
C -5.216 -0.401 -6.772 -1.11
C -4.448 -4.624 -1.892 0.58
H -5.008 -1.175 1.749 -0.01
C -9.385 0.462 -1.258 -0.84
O -5.514 -4.071 -2.470 -0.40
H -0.495 -3.191 -0.612 -0.15
H -1.651 -3.993 1.328 0.03
C 5.107 9.547 2.049 -1.11
C 2.596 -9.200 1.829 -1.35
H 1.782 -2.405 0.538 0.01
```



> The highest F_max belongs to which entry?

C45H88O37P4